(i)
# C4H8N3O2

2 unconnected molecules or ions with the total composition C4H8N3O2 (ωB97M-V with the def2-TZVPD basis set, OMol25).

```
17
C4H8N3O2 | OMol25 | ωB97M-V with the def2-TZVPD basis set
C 0.5992 1.1401 -1.3299
C -0.9392 -0.4421 -1.3253
C -0.7527 1.2503 0.5786
C 1.3504 -0.4927 0.8060
N 1.1831 1.8537 -1.9654
N 0.6224 -1.6483 1.2769
N -0.2415 0.4750 -0.5392
O -0.5058 -1.8110 0.9257
O 1.3150 -2.4210 1.8816
H -1.5316 -1.1238 -0.6117
H -1.4216 0.1247 -2.1024
H -0.1389 -0.9660 -1.8530
H -1.4837 2.0469 0.2561
H -1.3921 0.5796 1.1585
H -0.0634 1.6996 1.2752
H 1.1664 0.3860 1.3661
H 2.2340 -0.6509 0.2021
```

Properties
gap between HOMO and LUMO (alpha / beta)	7.84 / 7.85	eV
total charge	+1
HOMO level (alpha / beta)	-15.54 / -15.54	eV

(ii)
# C4H8N3O2

A gas-phase ion, C4H8N3O2 (charge +1) (ωB97M-V with the def2-TZVPD basis set, OMol25).

```
17
C4H8N3O2 | OMol25 | ωB97M-V with the def2-TZVPD basis set
C 1.2355 1.4458 0.4478
C 1.9877 0.3997 0.2060
C 0.1673 -1.0241 0.2517
C -2.4827 0.8567 -0.3329
N -0.4637 0.1152 0.5735
N 1.4474 -0.8478 0.1092
N -0.4676 -2.1757 0.0436
O 3.2880 0.5957 -0.1256
O -1.7531 0.3268 0.7921
H 1.0886 2.4502 0.3238
H -2.9836 1.7474 0.1381
H -3.1767 0.0258 -0.4930
H -1.6265 1.1874 -0.9925
H 2.0072 -1.6235 0.0687
H -1.4719 -2.0884 0.1350
H -0.1586 -2.8514 -0.6556
H 3.3627 1.4604 -0.4899
```

Properties
gap between HOMO and LUMO	9.05	eV
total charge	+1
HOMO level	-13.87	eV

(iii)
# C4H8N3O2

2 unconnected molecules or ions with the total composition C4H8N3O2 (ωB97M-V with the def2-TZVPD basis set, OMol25).

```
17
C4H8N3O2 | OMol25 | ωB97M-V with the def2-TZVPD basis set
C 0.8552 -0.6502 -3.0909
C 0.5613 1.3649 1.2345
C 0.9330 -0.7459 0.3738
C -1.4751 -0.2783 1.0219
N -0.0041 0.0711 0.7998
N 0.3049 0.1665 -3.8015
N -0.1196 2.0541 2.0707
O 1.5039 -1.1085 -2.2359
O 0.6704 -2.0158 0.2377
H 1.7955 -0.3257 0.1295
H -2.0918 0.5636 0.5338
H -1.5915 -1.2502 0.4910
H -1.5443 -0.2767 2.1713
H -0.3688 0.3461 -4.4518
H -0.9765 1.8235 2.5362
H 0.2821 2.9494 2.0463
H 1.2653 -2.6879 -0.0664
```

Properties
gap between HOMO and LUMO	9.46	eV
total charge	+1
HOMO level	-13.32	eV

Winner for stability: (iii)

(i)
# C5H10N3S

2 unconnected molecules or ions with the total composition C5H10N3S (ωB97M-V with the def2-TZVPD basis set, OMol25).

```
19
C5H10N3S | OMol25 | ωB97M-V with the def2-TZVPD basis set
C 0.5343 0.9149 1.3131
C 0.9445 2.1809 -0.4080
C 0.8595 0.9050 -0.8591
C -1.0931 -1.7709 -0.0016
C 0.4365 -1.3066 0.1941
N 0.7694 2.2012 1.0064
N 0.6080 0.1355 0.2227
N -2.6311 2.4241 0.6112
S -2.7510 1.8114 -0.7704
H 0.3957 0.5954 2.3137
H 1.2092 3.0882 -1.0271
H 0.9360 0.4436 -1.8870
H -1.4857 -1.7621 -0.9861
H -1.0904 -2.7498 0.5146
H -1.7272 -0.9752 0.4694
H 0.6902 -1.7406 1.2421
H 0.9857 -1.9132 -0.5337
H 0.7313 3.0308 1.6473
H -3.2121 3.1700 0.9897
```

Properties
gap between HOMO and LUMO (alpha / beta)	7.43 / 7.43	eV
total charge	+1
HOMO level (alpha / beta)	-11.67 / -11.68	eV

(ii)
# C5H10N3S

A gas-phase ion, C5H10N3S (charge +1) (ωB97M-V with the def2-TZVPD basis set, OMol25).

```
19
C5H10N3S | OMol25 | ωB97M-V with the def2-TZVPD basis set
C -1.8738 -0.0791 -1.1480
C -1.5868 0.7172 1.1789
C 0.3146 0.0989 -0.2099
C 0.8947 -1.2236 0.3079
C 0.4638 1.4722 1.7604
N -0.5819 -0.1922 -1.3438
N -0.3783 0.7630 0.8721
N -2.8090 -0.1705 -2.0773
S -2.8837 0.9209 1.9244
H 1.1579 0.8194 -0.4109
H 0.1819 -1.9422 0.7238
H 1.6369 -1.0185 1.1258
H 1.5472 -1.7700 -0.4083
H 0.0388 1.4325 2.7859
H 1.3645 0.8469 1.7845
H 0.6102 2.3902 1.1224
H -0.0016 0.0693 -2.1185
H -3.7506 -0.1442 -1.7608
H -2.6933 -0.7055 -2.9578
```

Properties
gap between HOMO and LUMO (alpha / beta)	8.42 / 8.42	eV
total charge	+1
HOMO level (alpha / beta)	-12.56 / -12.56	eV

Winner for stability: (i)

(i)
# C3H10N3S

A molecular structure, C3H10N3S (ωB97M-V with the def2-TZVPD basis set, OMol25).

```
17
C3H10N3S | OMol25 | ωB97M-V with the def2-TZVPD basis set
C -0.9193 1.0783 1.0299
C 0.0387 -1.1400 -0.4756
C 0.4683 0.2914 -0.1232
N -1.0565 2.3138 0.6335
N 0.6231 1.1822 -1.1307
N -0.1081 -1.8835 0.8487
S -1.5540 0.1715 2.1788
H -1.0828 -1.0758 -0.9410
H 0.8311 -1.6194 -1.1036
H 1.2572 0.2794 0.7164
H -0.6192 2.5789 -0.2365
H -1.8308 2.9157 1.1165
H 0.0057 0.8904 -1.8047
H 1.5826 1.6039 -1.4907
H 0.7350 -2.1804 1.2422
H -0.8032 -2.5629 0.8160
H -0.7007 -1.0627 1.3810
```

Properties
gap between HOMO and LUMO	9.39	eV
total charge	+1
HOMO level	-12.25	eV

(ii)
# C3H10N3S

A gas-phase ion, C3H10N3S (charge +1) (ωB97M-V with the def2-TZVPD basis set, OMol25).

```
17
C3H10N3S | OMol25 | ωB97M-V with the def2-TZVPD basis set
C 1.2130 -0.2225 0.5255
C -0.1083 0.7632 -1.1712
C -2.2972 0.9767 1.0343
N 1.0038 0.8068 -0.4275
N 1.1600 -1.5267 -0.1381
N 0.1399 -1.4437 -1.1037
S -1.7182 0.9477 -0.7736
H 2.1037 -0.0441 0.9817
H 0.4176 -0.1208 1.2381
H 0.0318 0.9767 -2.1540
H -3.4059 1.2166 0.9029
H -1.8949 1.8331 1.6063
H -2.2517 -0.0880 1.4549
H 1.8476 1.0982 -0.7813
H 2.1266 -1.7506 -0.4329
H -0.6021 -1.9541 -0.6755
H 0.3403 -1.6305 -2.0914
```

Properties
gap between HOMO and LUMO	9.43	eV
total charge	+1
HOMO level	-13.31	eV

Winner for stability: (i)

(i)
# H16O8

8 unconnected molecules or ions with the total composition H16O8 (ωB97M-V with the def2-TZVPD basis set, OMol25).

```
24
H16O8 | OMol25 | ωB97M-V with the def2-TZVPD basis set
O 2.8595 0.8269 2.7679
H 2.5891 0.6191 1.8735
H 3.7506 0.4838 2.8351
O -0.1718 -3.5166 0.3235
H 0.7614 -3.5106 0.5363
H -0.4252 -2.5935 0.3294
O 2.4121 0.1604 0.0849
H 2.7633 0.8655 -0.4589
H 2.9200 -0.6114 -0.1654
O -3.9728 -0.9257 -0.5539
H -3.3453 -0.8983 -1.2762
H -4.8297 -0.9288 -0.9803
O 0.9169 -1.0182 -2.7335
H 0.1512 -0.8274 -2.1917
H 1.2058 -0.1625 -3.0506
O -0.3594 -0.5919 -0.1881
H -1.0136 -0.0337 0.2320
H 0.4806 -0.2467 0.1144
O 1.0304 2.7929 -0.4793
H 1.6297 3.3575 0.0087
H 0.3134 2.6198 0.1309
O -3.3540 1.7332 0.8457
H -3.4805 0.9054 0.3820
H -2.8317 1.5010 1.6134
```

Properties
2S+1	2
gap between HOMO and LUMO (alpha / beta)	10.50 / 2.47	eV
total charge	+1
HOMO level (alpha / beta)	-14.15 / -14.13	eV
<S²>	0.757

(ii)
# H16O8

8 unconnected molecules or ions with the total composition H16O8 (ωB97M-V with the def2-TZVPD basis set, OMol25).

```
24
H16O8 | OMol25 | ωB97M-V with the def2-TZVPD basis set
O 14.5375 -34.7336 4.3139
H 14.5188 -33.7872 4.4556
H 13.8139 -35.0698 4.8428
O 11.0932 -33.0267 -0.1720
H 11.9051 -33.1767 0.3124
H 11.1659 -32.1266 -0.4893
O 11.1318 -36.9348 4.5937
H 10.7178 -37.5194 5.2286
H 10.4002 -36.5114 4.1446
O 12.7800 -35.4838 1.3940
H 11.9492 -35.8757 1.6632
H 13.1729 -35.1708 2.2087
O 10.7016 -35.7653 -1.4857
H 11.0684 -35.0762 -0.9318
H 9.7809 -35.5251 -1.5897
O 13.0201 -38.2517 3.2153
H 12.3696 -37.6860 3.6312
H 12.7765 -39.1369 3.4859
O 14.7141 -35.7727 -0.9824
H 14.0774 -35.6017 -0.2884
H 15.1770 -36.5596 -0.6950
O 13.0192 -32.4283 1.9232
H 12.3285 -32.8782 2.4098
H 13.5527 -32.0076 2.5975
```

Properties
2S+1	2
gap between HOMO and LUMO (alpha / beta)	11.41 / 2.65	eV
total charge	+1
HOMO level (alpha / beta)	-14.50 / -13.73	eV
<S²>	0.756

Winner for stability: (ii)